Formula: C18H25BClN3PS
Source: the OMol25 dataset
Level of theory: wB97M-V/def2-TZVPD

Summary:
Spin multiplicity: 1
Charge: -1
Highest occupied orbital energy, eV: -4.48

The geometry in XYZ format:
```
50
Properties=species:S:1:pos:R:3:forces:R:3
C 2.69698 0.70814 1.28880 -0.07 -0.02 0.13
C 1.71234 1.02196 0.15739 -0.06 -0.15 0.13
Cl 2.62563 1.03683 -1.44638 0.10 0.10 -0.02
C 0.93083 2.30345 0.36604 0.08 0.13 0.04
B -0.38191 2.17131 1.33407 0.13 0.20 0.12
P -1.57853 0.74716 0.79923 -0.06 -0.01 -0.27
S -2.46656 0.81007 -0.99755 0.01 -0.02 0.11
H 2.60093 1.46201 2.07187 -0.01 -0.05 0.00
H 2.49293 -0.26609 1.73708 -0.01 0.01 -0.03
H 3.72972 0.70096 0.94333 -0.02 0.05 -0.04
H 1.04788 0.17333 0.00919 -0.02 0.07 -0.10
H 0.66074 2.74316 -0.59501 -0.12 -0.16 -0.04
H 1.59828 3.02138 0.85892 0.03 0.08 -0.16
H -1.08401 3.15940 1.24285 0.05 -0.02 0.04
H -0.11293 1.96505 2.50972 -0.03 -0.17 -0.08
H -0.95311 -0.51049 0.96763 0.01 -0.09 0.03
H -2.54534 0.57045 1.80966 -0.04 0.06 0.10
N 5.47084 -2.70410 -2.36323 -0.07 -0.04 0.05
C 6.54366 -3.16740 -2.99834 0.05 0.02 -0.03
C 7.54453 -2.35689 -3.51394 -0.01 -0.01 0.01
C 7.42389 -0.98392 -3.36106 -0.01 -0.02 0.00
C 6.31163 -0.48937 -2.70273 -0.02 0.03 0.00
C 5.36276 -1.38478 -2.22266 0.11 0.12 -0.03
H 6.60875 -4.24584 -3.10233 -0.01 0.00 0.00
H 8.39349 -2.79568 -4.02148 0.00 0.00 0.00
H 8.18165 -0.31480 -3.74930 0.00 0.00 0.00
H 6.16221 0.57233 -2.55836 0.00 0.00 0.00
H 4.48953 -0.99764 -1.71130 -0.07 -0.13 0.01
N -3.05786 -4.10108 -0.36590 -0.03 0.01 0.04
C -2.86431 -2.92081 -0.95414 0.04 -0.03 -0.03
C -2.68481 -2.76860 -2.32353 0.01 0.05 0.01
C -2.70874 -3.89622 -3.12412 0.00 0.00 0.01
C -2.91261 -5.13159 -2.52508 0.00 0.01 0.01
C -3.08055 -5.17701 -1.14973 0.01 -0.01 -0.05
H -2.84146 -2.03772 -0.32638 -0.03 -0.02 0.04
H -2.52421 -1.77357 -2.71637 0.00 0.00 0.00
H -2.56751 -3.81746 -4.19514 0.00 0.00 0.00
H -2.93737 -6.04404 -3.10683 0.00 0.00 0.00
H -3.23904 -6.12897 -0.65194 0.00 0.01 0.01
N -3.21714 4.08150 3.34868 0.03 0.06 -0.01
C -3.99414 3.46107 2.46478 -0.08 -0.04 0.02
C -5.31962 3.13048 2.72461 -0.01 -0.06 -0.07
C -5.85974 3.44416 3.95958 0.02 0.03 0.01
C -5.05436 4.08462 4.88895 0.01 0.00 -0.02
C -3.74698 4.38178 4.52993 -0.06 -0.02 0.03
H -3.54969 3.20537 1.50791 0.10 0.05 0.03
H -5.90432 2.62914 1.96465 0.01 -0.01 0.01
H -6.88683 3.19361 4.19481 0.00 0.00 0.00
H -5.42528 4.35001 5.87043 0.00 0.00 0.00
H -3.09020 4.88534 5.23271 0.00 0.00 -0.01
```
Forces are in eV/Å.


Formula: C24H64F4N10O16S4
Source: the OMol25 dataset
Level of theory: wB97M-V/def2-TZVPD

Summary:
Spin multiplicity: 1
Charge: +6
Highest occupied orbital energy, eV: -12.61

The geometry in XYZ format:
```
122
Properties=species:S:1:pos:R:3:forces:R:3
C -8.52660 7.53176 6.81301 -1.48 -0.66 0.38
C -7.94778 6.65185 7.83906 -1.71 -1.02 -0.56
O -6.98535 6.55132 8.47427 1.25 0.46 0.51
N -8.96255 5.42822 8.08955 0.58 -0.41 1.96
H -9.72500 5.26810 7.43769 0.04 0.19 -0.25
H -8.35993 4.57634 8.14266 -0.64 0.71 -0.24
C -9.56478 5.61692 9.53778 1.45 -0.87 -1.20
H -9.54493 7.89070 7.15049 1.11 -0.22 -0.27
H -8.72632 6.83258 5.97953 0.22 0.70 -0.10
H -7.86996 8.33489 6.59111 0.42 0.69 -0.42
H -9.86466 6.64748 9.62894 -0.95 0.04 -0.12
H -8.71700 5.52491 10.22419 -0.23 -0.37 -0.15
H -10.26847 4.77995 9.60972 -0.17 0.81 0.52
C -4.67973 -1.46634 1.45734 1.11 0.45 0.79
C -4.20511 -0.97406 2.82740 -0.73 0.75 -0.69
O -4.69074 -0.18490 3.59129 0.66 -1.48 -1.06
N -2.76977 -1.42332 3.20648 -0.93 0.94 1.06
H -2.16222 -1.89339 2.56187 -0.04 -0.90 -1.54
H -2.33152 -0.50431 3.29519 0.35 -0.11 0.59
C -2.74036 -2.16535 4.49584 0.05 -0.27 0.89
H -4.19693 -0.81039 0.70837 -0.23 0.03 0.35
H -5.76143 -1.37008 1.34995 0.26 -0.30 0.06
H -4.21118 -2.43770 1.24713 -0.66 0.00 0.10
H -3.01599 -1.52932 5.31731 0.20 0.62 0.12
H -1.75920 -2.58825 4.65510 0.22 0.14 -0.08
H -3.44602 -2.97756 4.57895 -0.39 -0.26 -0.89
C 10.23223 -2.88607 -11.04372 -0.05 0.06 0.32
C 9.03366 -2.95306 -10.18397 0.03 -1.35 0.61
O 8.66790 -3.78236 -9.41035 0.10 1.35 -0.75
N 8.15379 -1.72948 -10.45527 -1.52 -0.71 -0.38
H 8.31152 -1.52259 -11.44189 -0.33 0.20 -0.10
H 7.17588 -2.09615 -10.34640 0.79 0.78 0.02
C 8.47886 -0.51821 -9.61785 -0.88 -0.84 -0.61
H 10.97790 -3.55154 -10.62394 0.22 -0.01 -0.31
H 10.54442 -1.84490 -11.03129 0.55 0.01 -0.18
H 9.96189 -3.13940 -12.07628 0.14 -0.16 0.15
H 7.88445 0.33477 -9.94288 -0.11 -0.22 0.21
H 9.49869 -0.34300 -9.82507 1.17 0.48 0.18
H 8.30245 -0.85887 -8.61975 -0.02 0.42 0.75
C 11.85693 -3.86838 6.46489 1.47 0.94 -0.42
C 11.47816 -10.82413 0.28253 3.58 1.15 -1.48
O 12.12902 -11.73942 0.57197 -1.25 -0.77 0.31
N 10.30473 -10.20821 0.51437 -2.52 2.22 0.18
H 10.39318 -9.94178 1.51737 -0.43 -0.28 0.21
H 10.18223 -9.24313 0.07316 0.46 -2.14 0.02
C 8.59942 -11.26115 0.26457 1.30 -0.14 1.70
H 11.87591 -3.33155 7.41777 -0.52 -0.56 -0.17
H 12.63606 -3.46435 5.77080 -0.97 -0.71 0.37
H 11.23891 -4.72403 6.20861 0.07 0.29 0.21
H 9.09812 -11.92363 1.00402 -1.14 -0.25 -1.05
H 8.43903 -11.53501 -0.77619 0.39 0.07 0.30
H 7.92654 -10.57107 0.74151 -0.35 0.11 -0.15
C 3.37180 9.74957 -0.99274 -2.19 -0.46 0.72
C 2.69535 10.94110 -0.48042 -1.68 2.31 2.59
O 1.68766 11.13554 0.14698 2.39 -0.91 -2.00
N 3.60169 12.32434 -0.63949 -0.95 -1.23 0.06
H 4.48091 12.20356 -0.14624 0.01 0.06 0.71
H 3.92220 12.36517 -1.58012 -0.02 0.35 -1.42
C 2.81566 13.50031 -0.18499 0.67 -0.66 1.25
H 3.06109 9.64108 -2.02464 0.56 -0.25 -0.41
H 2.89792 8.96152 -0.40063 0.06 -0.27 -0.36
H 4.39250 9.74372 -0.73927 1.46 0.12 -0.37
H 1.94738 13.66982 -0.77863 -0.27 0.13 -0.76
H 3.48896 14.33092 -0.09180 0.04 0.53 -0.16
H 2.46534 13.19455 0.79602 -0.05 0.38 0.16
C -6.91420 2.68286 -4.61010 -0.86 -1.33 -0.35
C -6.64957 2.69399 -3.15411 0.08 -2.05 2.65
O -6.44963 1.69772 -2.42026 0.02 1.03 -1.59
N -6.78971 3.92088 -2.66918 0.79 0.44 0.16
H -6.85888 4.49849 -3.46882 -0.36 1.83 0.27
H -5.01392 -0.05704 -3.90491 0.27 -0.31 0.48
C -6.86337 4.29450 -1.26721 -0.51 0.52 -0.32
H -7.89961 3.16300 -4.74942 0.58 -0.07 -0.32
H -7.04264 1.62895 -4.87171 0.23 0.25 -0.44
H -6.12127 3.16557 -5.16255 0.06 0.08 -0.36
H -6.29070 3.55964 -0.70247 -0.53 -0.13 0.09
H -7.94706 4.35387 -1.05190 0.63 -0.33 0.65
H -6.44312 5.28300 -1.01673 0.00 -0.33 -0.64
C 4.33912 -1.27266 12.47669 0.93 0.56 1.34
C 3.54468 -0.36789 13.39047 -0.97 0.13 -0.97
O 2.86840 0.57710 13.10862 0.96 -1.08 0.32
N 3.58128 -0.73584 14.84840 -0.92 -0.49 1.09
H 2.74701 -0.22150 15.27743 1.37 -0.83 -0.43
H 3.45908 -1.77899 15.01147 -0.04 1.48 -0.46
C 4.88897 -0.33976 15.50665 -0.19 0.83 0.78
H 4.93559 -2.06900 12.94531 -0.45 0.30 0.26
H 5.05593 -0.60545 12.02711 0.24 0.18 -0.63
H 3.71805 -1.70883 11.74105 -0.78 -0.22 -0.86
H 5.72614 -0.24683 14.83446 -0.05 -0.46 -0.70
H 5.09231 -1.09408 16.25182 0.19 0.12 0.30
H 4.79669 0.66690 15.94034 -0.29 -0.53 0.06
C -6.35080 -7.81747 -12.98921 0.91 -1.65 -0.93
C -6.37169 -6.39112 -12.97599 -0.58 3.54 0.27
O -7.23118 -5.58790 -12.81307 0.38 -1.03 0.15
N -5.00695 -5.70175 -13.35084 -0.11 0.52 0.21
H -4.35892 -6.43333 -13.57958 0.78 -0.19 -0.18
H -5.11128 -5.08907 -14.16495 -0.36 -0.33 -0.11
C -4.50329 -4.83259 -12.22773 0.13 -1.69 0.93
H -6.63477 -8.33430 -12.07608 0.22 0.22 0.20
H -5.43253 -8.21282 -13.48108 -0.62 0.02 0.76
H -7.14258 -7.99618 -13.68370 -0.82 -0.69 -0.59
H -3.65089 -4.27108 -12.58065 0.59 -0.39 0.23
H -4.38377 -5.53228 -11.33977 0.45 1.19 -1.08
H -5.23384 -4.10710 -11.97498 -1.04 0.43 0.06
N -4.23546 -0.67187 -3.62392 0.41 0.38 0.16
S -4.55375 -1.77761 -2.42911 -2.32 0.79 -2.14
O -5.53490 -1.23344 -1.56971 0.53 -0.03 0.09
O -3.37485 -2.40416 -2.05472 1.49 -0.67 0.79
F -5.35257 -2.79998 -3.33655 0.40 0.10 0.52
S -2.99768 -0.63077 -4.76785 0.21 1.80 -0.14
O -1.96967 0.33854 -4.47766 -1.35 -1.99 0.33
O -3.65161 -0.55393 -6.01925 -0.16 -0.07 -0.21
F -2.48776 -2.07273 -4.61229 0.40 0.06 0.31
N 0.67307 -2.04644 2.71282 -3.04 -3.84 -2.36
S 0.12164 -2.24849 1.18880 4.20 3.69 1.51
O 0.70312 -1.11678 0.45814 -1.64 -2.33 0.16
O -1.25348 -2.62479 0.89405 1.06 0.01 1.30
F 1.04065 -3.51120 0.89418 -1.24 0.48 -0.27
S 0.93866 -1.16032 3.90668 4.14 1.97 -3.78
O 1.54456 0.04604 3.44125 0.31 0.82 0.60
O 1.62269 -1.82607 4.95017 -1.28 -0.63 1.20
F -0.46653 -0.63212 4.24117 -2.40 0.22 1.93
```
Forces are in eV/Å.


Question: What is the charge in the second record?
Answer: +6


Question: What is the highest occupied orbital energy in the second record?
Answer: -12.61 eV


Question: Which value of charge does entry 1 give?
Answer: -1


Question: Look up the highest occupied orbital energy of the first one.
Answer: -4.48 eV